No. 1
Formula: C3H8N3O
Source: the Open Molecules 2025 dataset
Level of theory: the ωB97M-V functional and the def2-TZVPD basis

HOMO level = -0.517 Ha
Frontier orbital gap = 10.74 eV
Spin multiplicity = 1
Charge = +1

Last column: Löwdin charge in e.
CARTESIAN COORDINATES (ANGSTROEM)
C1 -0.0125 1.1036 -0.4011  0.017
C2 -1.0771 0.5129 0.0598  -0.093
C3 1.3564 0.4350 -0.4468  -0.215
N1 -0.3662 -1.3076 0.3326  0.037
N2 -2.4122 0.5614 0.2348  0.162
N3 0.8732 -1.1824 -0.1636  -0.010
O1 2.2796 0.6308 0.5577  0.004
H1 0.0768 2.1547 -0.4914  0.130
H2 2.0546 0.5708 -1.3602  0.195
H3 -1.0528 -1.8047 -0.2247  0.094
H4 -2.9523 0.0957 -0.3704  0.067
H5 -2.6835 0.1838 1.1264  0.127
H6 1.2057 -1.4853 -1.0656  0.171
H7 1.5906 -1.4288 0.4492  0.134
H8 1.8439 0.9300 1.4357  0.181

---

No. 2
Formula: C4H8MgO3
Source: the Open Molecules 2025 dataset
Level of theory: the ωB97M-V functional and the def2-TZVPD basis

HOMO level = -0.693 Ha
Frontier orbital gap = 7.46 eV
Spin multiplicity = 1
Charge = +2

Last column: Löwdin charge in e.
CARTESIAN COORDINATES (ANGSTROEM)
C1 -2.7185 0.2883 0.0436  -0.041
C2 -1.4774 -0.5664 0.0079  -0.171
O1 -0.3980 0.2549 0.5426  -0.203
H1 -3.5278 -0.2088 -0.5053  0.114
H2 -3.0503 0.4765 1.0721  0.098
H3 -2.4986 1.2453 -0.4457  0.083
H4 -1.2210 -0.8848 -1.0096  0.146
H5 -1.5469 -1.4389 0.6676  0.144
Mg1 0.4369 2.2721 0.7102  1.544
O2 0.6848 0.2596 -0.3446  -0.250
O3 2.3757 1.4005 0.1509  -0.057
C3 2.9223 0.2532 0.0915  -0.057
C4 2.0476 -0.7838 -0.3930  0.143
H6 1.9417 -1.6440 0.2773  0.163
H7 3.8674 0.0372 0.6049  0.177
H8 2.1620 -0.9609 -1.4705  0.168

---

No. 3
Formula: CH16NO6
Source: the Open Molecules 2025 dataset
Level of theory: the ωB97M-V functional and the def2-TZVPD basis

HOMO level = -0.534 Ha
Frontier orbital gap = 10.12 eV
Spin multiplicity = 1
Charge = +1

Last column: Löwdin charge in e.
CARTESIAN COORDINATES (ANGSTROEM)
C1 -1.1785 2.4409 -0.0825  0.135
N1 -0.0132 1.8992 -0.2085  0.188
H1 -1.9155 2.4446 0.7794  0.145
H2 -1.5408 3.1673 -0.7870  0.109
H3 0.6163 1.8840 -1.0044  0.146
H4 0.3607 1.2830 0.4603  0.089
H5 -2.5507 -0.7356 1.2597  0.094
H6 -2.0806 -0.3430 -0.2061  0.043
O1 -1.8449 -0.2401 0.7621  -0.099
H7 0.6301 -1.5498 -1.1493  -0.058
H8 0.1805 -2.4288 -2.2066  0.069
O2 -0.0963 -1.7216 -1.6494  0.007
H9 1.9184 0.1568 2.5870  0.036
H10 2.6801 -1.0336 2.2352  0.041
O3 2.7184 -0.0802 2.1118  -0.052
H11 -2.3694 0.5548 -2.5844  0.099
H12 -1.1927 -0.3313 -1.7570  -0.035
O4 -1.6867 0.4485 -1.8932  -0.055
H13 0.4963 -2.5507 1.5811  0.145
H14 -0.0710 -1.1545 1.6517  0.015
O5 0.6733 -1.5899 1.2609  -0.084
H15 1.8514 -0.6909 0.1942  0.074
H16 2.6362 0.3152 -0.6427  0.073
O6 1.7787 -0.1443 -0.7122  -0.126

---

No. 4
Formula: C21H13O5PS
Source: the Open Molecules 2025 dataset
Level of theory: the ωB97M-V functional and the def2-TZVPD basis

SMILES string = C#CCC1=C([PH2]=S)C(=O)OC1=O.O=C1c2ccccc2C(=O)c2ccccc21
HOMO level = -0.346 Ha
Frontier orbital gap = 7.80 eV
Spin multiplicity = 1
Charge = 0

Last column: Löwdin charge in e.
CARTESIAN COORDINATES (ANGSTROEM)
C1 5.0325 -4.8611 -2.5083  0.126
C2 4.4465 -3.9967 -3.0985  -0.124
C3 3.6606 -2.9219 -3.7390  -0.130
C4 2.3177 -2.7369 -3.0643  -0.106
C5 1.1797 -3.4316 -3.1863  -0.240
P1 0.9482 -4.9012 -4.2497  0.361
S1 -0.0327 -4.5945 -5.8902  0.129
C6 0.1593 -2.7585 -2.3122  -0.413
O1 -0.9825 -3.0097 -2.1982  0.201
O2 0.7636 -1.6990 -1.6262  0.155
C7 2.0505 -1.6234 -2.0656  -0.388
O3 2.8761 -0.8446 -1.7238  0.174
H1 5.3823 -5.6349 -1.8682  0.033
H2 4.1728 -1.9615 -3.6759  0.127
H3 3.4495 -3.1692 -4.7814  0.124
H4 2.2599 -5.4032 -4.4251  -0.010
H5 0.2758 -5.8458 -3.4366  -0.005
O4 -1.8286 3.3890 -0.2577  0.105
C8 -1.7201 2.9682 0.8765  -0.278
C9 -0.6765 1.9663 1.2218  -0.081
C10 0.1973 1.5249 0.2349  0.010
C11 1.1981 0.6190 0.5485  -0.051
C12 1.3290 0.1522 1.8533  -0.047
C13 0.4514 0.5761 2.8380  -0.001
C14 -0.5574 1.4798 2.5258  -0.085
C15 -1.5027 1.9124 3.5885  -0.279
O5 -1.4331 1.4500 4.7098  0.103
C16 -2.5333 2.9300 3.2483  -0.083
C17 -3.4038 3.3738 4.2371  -0.002
C18 -4.3482 4.3431 3.9424  -0.058
C19 -4.4272 4.8741 2.6586  -0.058
C20 -3.5705 4.4259 1.6667  -0.002
C21 -2.6241 3.4496 1.9557  -0.083
H6 0.0957 1.8932 -0.7769  0.122
H7 1.8813 0.2769 -0.2231  0.076
H8 2.1181 -0.5466 2.1008  0.108
H9 0.5503 0.2090 3.8504  0.119
H10 -3.3386 2.9635 5.2353  0.120
H11 -5.0229 4.6898 4.7142  0.106
H12 -5.1601 5.6376 2.4326  0.106
H13 -3.6337 4.8357 0.6681  0.120

---

No. 5
Formula: C5H10I2
Source: the Open Molecules 2025 dataset
Level of theory: the ωB97M-V functional and the def2-TZVPD basis

HOMO level (spin up / spin down) = -0.309 / -0.292 Ha
Frontier orbital gap (spin up / spin down) = 8.22 / 7.37 eV
Spin multiplicity = 1
Charge = 0

Last column: Löwdin charge in e.
CARTESIAN COORDINATES (ANGSTROEM)
C1 1.4352 1.0389 -0.5477  -0.089
C2 -0.9063 0.8073 -1.4338  -0.075
C3 -0.6734 -0.5448 2.6150  -0.556
C4 0.3695 0.0268 -1.0013  -0.553
C5 0.1948 -1.1219 -0.1169  -0.620
I1 -2.3158 -1.8717 2.7047  0.624
I2 -1.1218 -2.6424 -0.6219  0.806
H1 2.3913 0.5972 -0.3963  0.068
H2 1.2887 1.6003 0.3125  0.056
H3 1.5471 1.6103 -1.4528  0.074
H4 -1.3675 1.2178 -0.5628  0.080
H5 -1.5496 0.1747 -1.9752  0.034
H6 -0.5859 1.5308 -2.1057  0.051
H7 0.1706 -1.2242 2.9881  -0.024
H8 -0.8210 0.4124 3.0973  -0.049
H9 0.9310 -0.2268 -2.0032  0.163
H10 1.0131 -1.3848 0.5002  0.012

---

No. 6
Formula: C9H20BrN
Source: the Open Molecules 2025 dataset
Level of theory: the ωB97M-V functional and the def2-TZVPD basis

HOMO level = -0.253 Ha
Frontier orbital gap = 6.94 eV
Spin multiplicity = 1
Charge = 0

Last column: Löwdin charge in e.
CARTESIAN COORDINATES (ANGSTROEM)
Br1 3.0284 -0.3876 2.8323  -0.551
C1 -3.5031 -0.5449 2.1766  -0.108
C2 -2.9312 -0.2822 0.7763  -0.252
C3 -1.4188 -0.1368 0.8211  -0.184
C4 -0.8813 -0.0857 -0.5979  -0.129
N1 0.6371 -0.1542 -0.6886  -0.287
C5 1.0796 0.2130 -2.0782  -0.096
C6 2.4367 0.9503 -1.9122  -0.127
C7 2.6016 1.2156 -0.4146  -0.169
C8 1.2485 0.9372 0.1768  -0.158
C9 1.1083 -1.4827 -0.2609  -0.010
H1 -2.9224 -1.1910 2.8335  0.076
H2 -4.5282 -0.9189 2.1595  0.070
H3 -3.5896 0.4148 2.6983  0.075
H4 -3.3888 0.6514 0.4466  0.112
H5 -3.2798 -1.0870 0.1253  0.109
H6 -0.9076 -0.9144 1.3839  0.119
H7 -1.1960 0.8323 1.2685  0.125
H8 -1.1029 0.8816 -1.0487  0.129
H9 -1.2249 -0.8870 -1.2518  0.137
H10 1.2861 -0.7420 -2.5631  0.126
H11 0.2885 0.7309 -2.6066  0.125
H12 3.1861 0.3301 -2.3965  0.111
H13 2.3622 1.8552 -2.5176  0.111
H14 3.3724 0.6009 0.0504  0.066
H15 2.8645 2.2523 -0.2182  0.123
H16 1.1225 0.6457 1.2157  0.031
H17 0.5809 1.7769 -0.0540  0.137
H18 0.9917 -1.6138 0.8144  0.063
H19 2.1731 -1.5923 -0.4509  0.114
H20 0.5063 -2.2676 -0.7190  0.111

---

No. 7
Formula: C2H38O17
Source: the Open Molecules 2025 dataset
Level of theory: the ωB97M-V functional and the def2-TZVPD basis

HOMO level = -0.340 Ha
Frontier orbital gap = 8.45 eV
Spin multiplicity = 1
Charge = 0

Last column: Löwdin charge in e.
CARTESIAN COORDINATES (ANGSTROEM)
O1 -2.5801 -2.7290 -0.7627  -0.027
H1 -1.7796 -2.2056 -0.7225  0.020
H2 -2.3206 -3.5900 -0.4348  0.061
O2 2.8577 -1.6783 2.3090  -0.032
H3 2.6356 -2.4418 1.7762  -0.004
H4 3.5256 -1.2174 1.8013  0.045
O3 -0.7453 1.6612 3.3746  -0.048
H5 -0.1075 0.9539 3.4698  0.006
H6 -0.8599 2.0019 4.2618  0.080
O4 -3.9140 -0.4715 -0.7289  -0.051
H7 -3.5525 -1.3430 -0.5674  -0.025
H8 -4.5010 -0.3144 0.0106  0.051
O5 0.8664 -1.8754 -3.0667  -0.060
H9 0.5951 -1.8353 -2.1496  -0.027
H10 0.1759 -1.4131 -3.5417  -0.012
O6 -3.2298 1.9741 -1.7992  -0.064
H11 -3.2687 1.0716 -1.4828  -0.037
H12 -2.4022 2.0253 -2.2775  -0.033
O7 -0.8545 2.5411 -3.2413  -0.041
H13 -0.6213 3.0971 -3.9848  0.073
H14 -0.3047 2.8565 -2.5241  0.029
O8 1.3251 0.0108 4.3168  -0.035
H15 0.9557 -0.6930 4.8501  0.058
H16 1.6472 -0.4284 3.5296  0.002
O9 3.4933 1.3505 -1.0196  -0.029
H17 3.9228 1.5031 -0.1779  0.050
H18 3.4824 0.3981 -1.1143  0.007
O10 -2.7941 -0.9753 2.0075  -0.030
H19 -2.2753 -1.7742 1.9132  0.030
H20 -2.8000 -0.8027 2.9490  0.043
O11 1.4037 3.2218 -1.2388  -0.053
H21 2.1803 2.6709 -1.1405  -0.014
H22 1.1680 3.4662 -0.3438  -0.004
O12 2.1027 -3.9835 0.4999  -0.025
H23 2.3072 -4.2128 -0.4067  0.064
H24 2.3053 -4.7747 0.9991  0.072
O13 -0.9925 -0.0249 -4.3453  -0.043
H25 -1.4882 0.0220 -5.1628  0.048
H26 -1.1153 0.8339 -3.9407  -0.011
O14 -2.7330 2.4014 1.7372  -0.053
H27 -1.9457 2.3213 2.2757  -0.040
H28 -3.0035 1.4982 1.5718  -0.001
O15 3.5606 -1.7425 -1.0400  -0.020
H29 2.7080 -2.1750 -1.0888  0.005
H30 4.1606 -2.4274 -0.7450  0.049
O16 0.5526 3.4135 1.5843  -0.035
H31 0.1978 2.6089 1.9622  -0.010
H32 1.3628 3.5696 2.0696  0.050
C1 -0.4579 0.5718 -0.4214  -0.014
C2 0.4450 -0.4942 0.3700  -0.258
O17 0.2674 -1.7340 -0.2442  -0.112
H33 -0.0989 0.6130 -1.4497  0.067
H34 -0.2679 1.5839 -0.0642  0.054
H35 -1.5246 0.3496 -0.3917  0.051
H36 0.0704 -0.6383 1.3835  0.092
H37 1.4958 -0.2049 0.3511  0.090
H38 0.7675 -2.3910 0.2455  0.048

---

No. 8
Formula: CH3NOS3
Source: the Open Molecules 2025 dataset
Level of theory: the ωB97M-V functional and the def2-TZVPD basis

SMILES string = [O-][N+](=S)C(S)S
HOMO level = -0.341 Ha
Frontier orbital gap = 7.94 eV
Spin multiplicity = 1
Charge = 0

Last column: Löwdin charge in e.
CARTESIAN COORDINATES (ANGSTROEM)
O1 0.6644 -0.5984 -1.5582  -0.094
N1 -0.2137 0.1215 -1.1063  -0.885
S1 -1.6647 0.3587 -1.7440  0.731
C1 -0.0497 0.5509 0.2689  -1.126
S2 1.6682 0.5481 0.7952  0.719
S3 -1.1535 -0.4987 1.2143  0.729
H1 -0.7947 1.6346 0.3449  0.151
H2 1.7504 -0.8138 0.3111  -0.038
H3 -0.2067 -1.3031 1.4740  -0.186

---

Calculated M, 102.12, 128.41, 138.14, 408.37, 323.94, 222.17, 334.31, 141.24 u (same order as the records).